No. 1
{"formula": "C19H46IN12O17P3S3", "method": "ωB97M-V/def2-TZVPD", "elements": ["C", "C", "I", "C", "C", "O", "S", "O", "O", "C", "S", "C", "O", "O", "C", "P", "P", "O", "O", "O", "C", "C", "C", "C", "C", "S", "C", "N", "N", "C", "O", "P", "O", "O", "O", "H", "H", "H", "H", "H", "H", "H", "H", "H", "H", "H", "H", "H", "H", "H", "H", "H", "H", "H", "H", "H", "H", "H", "H", "H", "H", "C", "O", "N", "N", "H", "H", "H", "H", "C", "O", "N", "N", "H", "H", "H", "H", "C", "O", "N", "N", "H", "H", "H", "H", "C", "O", "N", "N", "H", "H", "H", "H", "C", "O", "N", "N", "H", "H", "H", "H"], "coordinates": [[-4.903, -0.024, 5.415], [-3.972, 1.232, 5.367], [-4.996, 3.060, 4.794], [-2.617, 1.018, 4.562], [-2.792, 0.385, 3.138], [-2.748, -1.043, 3.403], [-3.696, -1.960, 2.406], [-5.066, -1.475, 2.525], [-3.097, -1.637, 0.885], [-3.479, -0.404, 0.327], [-3.567, -0.758, -1.520], [-4.854, 0.214, -2.368], [-4.044, -2.150, -1.574], [-2.245, -0.735, -2.164], [-2.505, 0.822, 0.568], [-3.261, 2.459, 0.035], [-5.268, 2.792, 0.722], [-6.196, 3.021, -0.430], [-5.930, 1.661, 1.695], [-5.260, 4.210, 1.572], [-1.777, 0.846, 2.005], [-0.545, -0.155, 2.066], [0.641, 0.174, 1.090], [1.992, 0.569, 1.824], [2.775, 1.615, 0.969], [3.362, 0.725, -0.558], [3.106, 1.843, -1.927], [2.276, 2.870, -1.852], [2.272, 3.495, -3.064], [3.097, 2.824, -3.831], [3.689, 1.786, -3.161], [-1.061, 2.565, 2.225], [-0.051, 2.464, 3.325], [-2.167, 3.660, 2.785], [-0.279, 3.218, 0.945], [-5.465, 0.001, 6.379], [-5.678, 0.098, 4.619], [-4.376, -0.997, 5.353], [-3.633, 1.415, 6.417], [-2.041, 0.297, 5.200], [-2.092, 1.984, 4.630], [-3.810, 0.711, 2.787], [-4.516, -0.061, 0.555], [-5.750, -0.428, -2.571], [-4.503, 0.631, -3.340], [-5.173, 1.043, -1.695], [-1.652, 0.669, -0.155], [-3.412, 2.296, -1.379], [-6.870, 1.597, 1.429], [-5.790, 4.851, 1.064], [-0.842, -1.204, 1.843], [-0.168, -0.103, 3.113], [0.392, 0.886, 0.268], [0.908, -0.769, 0.547], [1.847, 0.868, 2.881], [2.645, -0.346, 1.854], [2.144, 2.469, 0.643], [3.724, 1.948, 1.454], [3.233, 3.109, -4.883], [-1.902, 3.949, 3.674], [-0.482, 2.801, 0.090], [-3.339, -2.406, -5.532], [-3.750, -1.278, -5.748], [-3.663, -3.472, -6.324], [-2.523, -2.703, -4.485], [-3.331, -4.403, -6.157], [-4.264, -3.297, -7.109], [-2.266, -1.943, -3.869], [-2.182, -3.627, -4.299], [6.450, -0.724, -4.484], [6.139, -1.734, -5.093], [7.747, -0.332, -4.319], [5.534, 0.106, -3.909], [8.012, 0.498, -3.819], [8.459, -0.912, -4.724], [4.567, -0.141, -4.002], [5.784, 0.935, -3.406], [-7.016, -3.100, -3.441], [-6.859, -1.913, -3.688], [-6.299, -3.754, -2.490], [-7.929, -3.871, -4.101], [-6.423, -4.725, -2.278], [-5.612, -3.217, -1.980], [-8.481, -3.427, -4.812], [-8.068, -4.845, -3.908], [8.463, -0.410, -0.557], [8.042, 0.723, -0.757], [8.122, -1.464, -1.351], [9.302, -0.713, 0.468], [8.456, -2.398, -1.205], [7.502, -1.277, -2.120], [9.580, 0.033, 1.078], [9.650, -1.637, 0.638], [9.827, -0.602, 3.898], [10.409, -0.411, 2.842], [10.388, -1.288, 4.933], [8.566, -0.147, 4.135], [9.920, -1.451, 5.804], [11.319, -1.642, 4.801], [8.113, 0.365, 3.398], [8.079, -0.298, 4.998]], "mulliken_charge": [-1.003, -0.631, 0.021, -0.919, 0.457, -0.503, 0.304, -0.430, -0.208, -0.594, 1.746, -0.367, -0.880, -0.845, -1.289, -0.106, 1.107, -0.757, -0.522, -0.498, 1.425, -1.540, -0.376, -1.085, -0.684, -0.247, 0.329, 0.071, -0.758, 0.017, -0.181, 1.229, -0.872, -0.459, -0.619, 0.385, 0.222, 0.207, 0.674, 0.431, 0.300, 0.019, 0.508, 0.145, 0.366, -0.042, 0.663, 0.240, 0.359, 0.353, 0.341, 0.643, 0.041, 0.585, 0.428, 0.454, 0.317, 0.494, 0.449, 0.406, 0.425, 0.750, -0.655, -0.426, -0.276, 0.150, 0.231, 0.160, 0.147, 0.591, -0.673, -0.390, -0.169, 0.202, 0.195, 0.154, 0.195, 0.660, -0.646, -0.280, -0.442, 0.161, 0.263, 0.233, 0.141, 0.604, -0.671, -0.326, -0.281, 0.154, 0.200, 0.192, 0.133, 0.692, -0.688, -0.421, -0.357, 0.155, 0.223, 0.208, 0.167], "molar_mass_g_mol": 1030.671, "total_charge": 0, "total_energy_ev": -141615.8973}

No. 2
{"formula": "C26H22ClF5N5OS2V", "method": "ωB97M-V/def2-TZVPD", "elements": ["V", "S", "C", "S", "C", "C", "N", "C", "N", "F", "C", "C", "C", "F", "C", "F", "C", "F", "C", "F", "C", "C", "C", "C", "C", "O", "C", "C", "C", "C", "C", "C", "Cl", "C", "C", "C", "N", "C", "N", "C", "N", "H", "H", "H", "H", "H", "H", "H", "H", "H", "H", "H", "H", "H", "H", "H", "H", "H", "H", "H", "H", "H", "H"], "coordinates": [[-3.398, -1.111, -0.806], [-3.795, -1.092, 1.360], [-4.642, -2.556, 0.891], [-4.611, -2.914, -0.872], [-5.419, -3.260, 1.741], [-5.683, -2.853, 3.081], [-5.938, -2.436, 4.140], [-6.170, -4.452, 1.382], [-6.792, -5.291, 0.941], [-2.633, 0.725, -2.928], [-3.997, 0.951, -2.654], [-4.597, 0.271, -1.654], [-5.930, 0.596, -1.408], [-6.639, -0.074, -0.510], [-6.552, 1.537, -2.183], [-7.852, 1.815, -2.065], [-5.870, 2.291, -3.215], [-6.414, 3.276, -3.805], [-4.586, 1.904, -3.401], [-3.855, 2.536, -4.314], [2.629, -1.566, 0.724], [3.499, -0.841, -0.313], [4.169, -1.781, -1.274], [4.665, -0.221, 0.414], [2.705, 0.315, -1.106], [3.584, 1.127, -1.854], [1.915, 1.357, -0.350], [2.648, 2.442, 0.449], [2.771, 2.216, 1.957], [1.617, 1.989, 2.665], [1.544, 1.817, 4.059], [2.752, 1.853, 4.736], [2.593, 1.578, 6.421], [3.936, 2.127, 4.140], [3.955, 2.293, 2.718], [1.773, -0.249, -2.234], [0.489, -0.889, -1.836], [-0.606, -0.363, -1.374], [-1.504, -1.376, -1.233], [-0.836, -2.500, -1.516], [0.404, -2.247, -1.861], [3.189, -2.224, 1.313], [1.772, -2.130, 0.245], [2.048, -0.862, 1.382], [4.692, -2.554, -0.722], [5.007, -1.232, -1.766], [3.498, -2.340, -1.940], [5.313, -1.095, 0.960], [4.376, 0.450, 1.198], [5.409, 0.274, -0.179], [4.359, 0.788, -2.248], [1.202, 0.743, 0.278], [1.400, 1.932, -1.108], [2.168, 3.388, 0.230], [3.705, 2.594, 0.180], [0.643, 2.065, 2.246], [0.605, 1.549, 4.459], [4.870, 2.255, 4.583], [4.863, 2.713, 2.207], [2.279, -0.964, -2.858], [1.380, 0.488, -2.916], [-0.765, 0.685, -1.156], [-1.338, -3.469, -1.439]], "lowdin_spin": [1.187, -0.071, 0.029, -0.079, -0.007, -0.001, -0.006, -0.002, -0.005, 0.004, -0.005, -0.034, -0.004, -0.001, -0.001, -0.001, -0.002, -0.001, -0.001, -0.001, 0.000, 0.000, 0.000, 0.000, 0.000, 0.000, 0.000, 0.000, 0.000, 0.000, 0.000, 0.000, 0.000, 0.000, 0.000, 0.000, 0.000, 0.003, -0.005, 0.002, 0.001, 0.000, 0.000, 0.000, 0.000, 0.000, 0.000, 0.000, 0.000, 0.000, 0.000, 0.000, 0.000, 0.000, 0.000, 0.000, 0.000, 0.000, 0.000, 0.000, 0.000, 0.000, 0.000], "molar_mass_g_mol": 666.017, "total_charge": 1, "total_energy_ev": -110273.9218, "spin_multiplicity": 2}

No. 3
{"formula": "C18H21NO6S2", "method": "ωB97M-V/def2-TZVPD", "elements": ["C", "O", "C", "C", "C", "C", "C", "N", "C", "C", "C", "C", "H", "H", "H", "H", "H", "H", "H", "H", "H", "H", "H", "H", "H", "H", "C", "O", "C", "S", "O", "O", "C", "C", "C", "C", "C", "C", "S", "O", "O", "H", "H", "H", "H", "H", "H", "H"], "coordinates": [[5.153, -4.118, 0.968], [4.772, -2.763, 1.296], [3.588, -2.293, 0.823], [3.197, -1.005, 1.255], [1.922, -0.550, 1.005], [0.966, -1.357, 0.350], [-0.462, -1.064, 0.333], [-1.271, -1.814, 1.035], [-2.735, -1.846, 0.851], [-0.762, -2.816, 1.987], [1.425, -2.583, -0.210], [2.706, -3.046, 0.009], [6.134, -4.234, 1.429], [4.443, -4.844, 1.391], [5.222, -4.253, -0.122], [3.901, -0.405, 1.830], [1.628, 0.426, 1.377], [-0.959, -0.383, -0.524], [-3.084, -2.785, 1.292], [-3.217, -1.011, 1.380], [-3.009, -1.815, -0.210], [-1.601, -3.088, 2.634], [-0.411, -3.722, 1.469], [0.055, -2.409, 2.596], [0.734, -3.188, -0.803], [3.018, -4.008, -0.404], [-0.308, 2.334, 1.857], [-0.473, 1.011, 1.254], [-0.910, 0.893, -0.052], [-2.612, 1.470, -0.334], [-3.209, 0.401, -1.119], [-3.214, 1.940, 0.894], [-2.305, 2.821, -1.448], [-1.033, 2.858, -2.011], [-0.744, 3.769, -3.031], [-1.752, 4.622, -3.485], [-3.027, 4.586, -2.908], [-3.311, 3.680, -1.888], [0.128, 1.674, -1.339], [1.228, 2.401, -0.737], [0.358, 0.623, -2.309], [-0.010, 2.136, 2.888], [0.479, 2.880, 1.330], [-1.255, 2.878, 1.825], [0.257, 3.789, -3.458], [-1.540, 5.324, -4.293], [-3.806, 5.264, -3.251], [-4.293, 3.620, -1.424]], "nbo_charge": [-0.256, -0.497, 0.319, -0.263, -0.198, -0.073, 0.168, -0.342, -0.420, -0.422, -0.197, -0.306, 0.204, 0.181, 0.180, 0.228, 0.237, 0.365, 0.203, 0.224, 0.241, 0.205, 0.209, 0.229, 0.219, 0.222, -0.268, -0.567, -0.581, 2.123, -0.943, -0.927, -0.225, -0.329, -0.170, -0.193, -0.190, -0.210, 2.135, -0.929, -0.919, 0.194, 0.209, 0.204, 0.238, 0.226, 0.225, 0.238], "molar_mass_g_mol": 411.501, "total_charge": 0, "total_energy_ev": -54444.6232, "e_above_lowest_ev": 4.064}

No. 4
{"formula": "C3H13NO2", "method": "ωB97M-V/def2-TZVPD", "elements": ["C", "C", "C", "N", "H", "H", "H", "H", "H", "H", "H", "H", "H", "O", "H", "H", "O", "H", "H"], "coordinates": [[-2.558, -0.624, -2.675], [-1.931, -0.150, -1.403], [-1.165, -1.358, -0.938], [-0.444, -1.082, 0.392], [-2.451, -1.677, -2.798], [-2.382, -0.037, -3.596], [-3.604, -0.522, -2.629], [-1.414, 0.869, -1.454], [-2.714, 0.128, -0.617], [-0.433, -1.665, -1.633], [-1.929, -2.117, -0.889], [-1.119, -1.006, 1.206], [-0.023, -1.932, 0.803], [5.408, 0.821, 3.050], [5.469, 0.181, 2.367], [5.164, 0.283, 3.883], [-0.194, 2.120, 0.881], [0.224, 2.960, 0.466], [0.530, 1.374, 0.791]], "nbo_charge": [-0.626, -0.420, -0.204, -0.857, 0.202, 0.216, 0.211, 0.227, 0.197, 0.188, 0.167, 0.351, 0.348, -0.936, 0.465, 0.471, -0.963, 0.469, 0.493], "molar_mass_g_mol": 95.142, "total_charge": 0, "total_energy_ev": -8905.6248, "e_above_lowest_ev": 1.801}

No. 5
{"formula": "C12H17Br9Cl2O4", "method": "ωB97M-V/def2-TZVPD", "elements": ["O", "C", "O", "C", "C", "C", "H", "H", "H", "H", "H", "H", "O", "C", "O", "C", "C", "C", "H", "H", "H", "H", "H", "H", "C", "Cl", "Cl", "H", "H", "C", "Br", "Br", "Br", "H", "C", "Br", "Br", "Br", "H", "C", "Br", "Br", "Br", "H"], "coordinates": [[9.156, -24.589, 3.012], [9.826, -25.490, 2.604], [9.351, -26.351, 1.686], [10.406, -27.222, 1.212], [11.456, -27.196, 2.301], [11.282, -25.797, 2.920], [10.791, -26.790, 0.283], [9.964, -28.168, 0.909], [12.439, -27.287, 1.823], [11.493, -28.024, 3.008], [11.892, -25.061, 2.393], [11.546, -25.837, 3.967], [13.231, -20.547, 2.511], [12.216, -20.870, 3.060], [12.232, -21.689, 4.133], [10.918, -21.843, 4.727], [9.984, -20.931, 3.927], [10.785, -20.503, 2.709], [10.925, -21.484, 5.753], [10.705, -22.898, 4.634], [9.564, -20.084, 4.470], [9.079, -21.472, 3.636], [10.737, -19.452, 2.438], [10.529, -21.085, 1.821], [4.742, -28.577, 6.834], [3.503, -29.380, 5.856], [4.110, -28.056, 8.409], [5.591, -29.229, 6.976], [4.977, -27.668, 6.298], [8.569, -24.837, 6.294], [9.697, -26.372, 6.064], [9.279, -23.631, 7.631], [6.770, -25.312, 6.750], [8.515, -24.271, 5.375], [10.849, -27.064, 9.544], [10.826, -28.997, 9.641], [12.316, -26.258, 10.442], [9.173, -26.355, 10.142], [10.934, -26.871, 8.486], [5.239, -21.715, 4.492], [5.805, -20.098, 3.608], [5.422, -21.550, 6.388], [6.230, -23.234, 3.877], [4.201, -21.827, 4.223]], "nbo_charge": [-0.607, 0.808, -0.482, -0.075, -0.439, -0.537, 0.181, 0.207, 0.223, 0.222, 0.247, 0.253, -0.570, 0.791, -0.496, -0.071, -0.450, -0.528, 0.195, 0.191, 0.219, 0.231, 0.243, 0.240, -0.387, -0.029, -0.031, 0.225, 0.222, -0.502, 0.077, 0.086, 0.096, 0.246, -0.512, 0.072, 0.111, 0.098, 0.225, -0.506, 0.078, 0.099, 0.109, 0.228], "molar_mass_g_mol": 1015.306, "total_charge": 0, "total_energy_ev": -676336.3348, "e_above_lowest_ev": 0.154}

Number 3 is which compound? C18H21NO6S2